Density functional theory data (the ωB97M-V functional and the def2-TZVPD basis) for a single C4H3BrN2O2 molecule at a distorted geometry.

CARTESIAN COORDINATES (ANGSTROEM)
O (-0.483, -2.427, -1.532)
C (-1.294, -1.841, -0.900)
O (-1.154, -0.637, -0.306)
C (0.037, 0.035, -0.362)
Br (0.494, 0.608, -2.184)
C (-0.009, 1.505, 0.644)
C (1.074, 1.297, 1.373)
N (1.722, 0.076, 1.080)
N (1.184, -0.586, 0.200)
H (-2.323, -2.167, -0.688)
H (-0.757, 2.252, 0.511)
H (1.508, 1.885, 2.164)

Summary:
Charge   0
HOMO-LUMO gap   9.105 eV
ΔE to the lowest compared entry with this formula, charge and spin   263.5 kJ/mol
Calculated total energy   -81311.12376 eV
SMILES   O=CO[C@@]1(Br)C=CN=N1
HOMO energy   -0.3652 hartree

---

Density functional theory data (the ωB97M-V functional and the def2-TZVPD basis) for 9 unconnected molecules or ions with the total composition C37H98N12O14 at a distorted geometry.

CARTESIAN COORDINATES (ANGSTROEM)
C (3.441, 3.559, -6.092)
O (3.045, 2.398, -5.373)
C (1.812, 2.479, -4.678)
C (1.855, 3.132, -3.297)
C (2.705, 2.355, -2.263)
N (0.504, 3.216, -2.805)
H (4.394, 3.400, -6.535)
H (3.539, 4.522, -5.517)
H (2.724, 3.864, -6.877)
H (1.045, 3.056, -5.162)
H (1.462, 1.446, -4.439)
H (2.290, 4.144, -3.351)
H (3.774, 2.259, -2.658)
H (2.257, 1.389, -2.166)
H (2.715, 2.940, -1.325)
H (-0.075, 3.718, -3.447)
H (0.171, 2.304, -2.599)
C (6.256, -6.900, -1.300)
O (5.264, -5.912, -1.153)
C (4.155, -6.435, -0.522)
C (3.112, -5.372, -0.313)
N (3.655, -4.192, 0.232)
C (3.128, -2.964, -0.324)
C (3.630, -1.715, 0.327)
O (5.046, -1.682, 0.113)
C (5.566, -0.458, 0.568)
H (7.175, -6.451, -1.736)
H (5.838, -7.786, -1.858)
H (6.507, -7.280, -0.335)
H (4.517, -6.824, 0.434)
H (3.607, -7.244, -1.119)
H (2.275, -5.902, 0.185)
H (2.823, -5.129, -1.362)
H (4.650, -4.162, 0.281)
H (2.012, -2.993, -0.211)
H (3.277, -2.901, -1.387)
H (3.574, -1.704, 1.388)
H (3.169, -0.807, -0.065)
H (5.575, -0.392, 1.645)
H (4.870, 0.389, 0.301)
H (6.626, -0.306, 0.205)
C (4.738, 0.322, 4.580)
O (3.363, -0.050, 4.613)
C (2.554, 1.103, 4.608)
C (1.108, 0.705, 4.903)
N (0.443, 0.054, 3.757)
C (1.124, -0.995, 2.997)
C (1.453, -2.206, 3.854)
O (0.278, -2.843, 4.273)
C (0.231, -2.933, 5.694)
H (5.041, 0.707, 3.655)
H (5.194, -0.667, 4.698)
H (4.969, 1.011, 5.391)
H (2.566, 1.620, 3.690)
H (2.886, 1.855, 5.410)
H (0.609, 1.591, 5.097)
H (1.162, 0.211, 5.845)
H (0.115, 0.734, 3.098)
H (2.074, -0.769, 2.566)
H (0.418, -1.278, 2.173)
H (1.990, -1.766, 4.733)
H (2.115, -2.943, 3.345)
H (0.138, -2.043, 6.240)
H (1.128, -3.485, 6.058)
H (-0.655, -3.556, 5.931)
C (-4.219, -1.842, -5.167)
O (-3.566, -2.011, -3.941)
C (-2.141, -1.722, -3.857)
C (-1.415, -2.903, -4.394)
N (0.034, -2.804, -4.175)
C (0.793, -1.856, -5.079)
C (2.241, -1.717, -4.814)
O (2.371, -1.160, -3.491)
C (3.603, -0.455, -3.416)
H (-5.245, -2.303, -5.074)
H (-3.711, -2.422, -5.922)
H (-4.250, -0.790, -5.403)
H (-1.838, -1.441, -2.794)
H (-1.950, -0.771, -4.357)
H (-1.582, -3.047, -5.423)
H (-1.789, -3.783, -3.788)
H (0.082, -2.660, -3.181)
H (0.475, -0.798, -5.199)
H (0.644, -2.324, -6.060)
H (2.710, -1.123, -5.571)
H (2.751, -2.731, -4.830)
H (3.747, -0.143, -2.360)
H (3.541, 0.441, -3.988)
H (4.429, -1.137, -3.735)
C (-6.914, -0.542, 1.980)
O (-6.218, 0.451, 1.169)
C (-4.944, 0.940, 1.685)
C (-4.318, 1.953, 0.730)
N (-4.122, 1.294, -0.565)
C (-3.444, 2.186, -1.450)
C (-3.265, 1.610, -2.847)
O (-3.218, 2.698, -3.718)
C (-2.887, 2.189, -5.046)
H (-7.913, -0.560, 1.447)
H (-7.022, -0.255, 3.043)
H (-6.478, -1.512, 1.965)
H (-4.192, 0.138, 1.738)
H (-5.119, 1.318, 2.646)
H (-3.393, 2.343, 1.142)
H (-5.030, 2.768, 0.583)
H (-5.031, 1.178, -0.928)
H (-2.420, 2.381, -1.117)
H (-3.943, 3.191, -1.628)
H (-4.139, 0.960, -3.134)
H (-2.383, 1.015, -2.929)
H (-1.843, 1.772, -5.098)
H (-2.895, 3.052, -5.681)
H (-3.696, 1.534, -5.359)
C (0.821, 2.838, 1.200)
O (0.376, 3.320, 2.457)
C (-0.486, 4.452, 2.312)
C (-1.089, 4.927, 3.649)
N (-1.858, 6.184, 3.381)
C (-1.882, 7.229, 4.398)
C (-2.883, 7.020, 5.527)
O (-2.538, 5.908, 6.365)
C (-2.731, 6.207, 7.745)
H (1.210, 3.618, 0.518)
H (-0.029, 2.417, 0.652)
H (1.603, 2.099, 1.439)
H (-1.261, 4.291, 1.565)
H (0.088, 5.304, 1.832)
H (-0.284, 5.112, 4.363)
H (-1.774, 4.147, 4.038)
H (-1.442, 6.528, 2.512)
H (-2.248, 8.096, 3.925)
H (-0.896, 7.438, 4.856)
H (-3.854, 6.791, 5.094)
H (-2.903, 7.933, 6.197)
H (-2.268, 7.178, 7.923)
H (-2.199, 5.444, 8.370)
H (-3.783, 6.348, 7.981)
N (-1.803, -3.197, 1.450)
C (-0.922, -3.950, 0.779)
N (0.364, -4.122, 1.361)
O (-1.212, -4.400, -0.324)
H (-2.762, -2.942, 1.152)
H (-1.596, -2.946, 2.416)
H (0.445, -3.955, 2.340)
H (0.847, -4.927, 1.007)
N (-3.759, -3.492, -1.264)
C (-4.635, -2.893, -0.417)
N (-5.743, -2.275, -0.982)
O (-4.484, -3.109, 0.778)
H (-3.712, -3.289, -2.269)
H (-2.976, -4.034, -0.972)
H (-6.045, -1.572, -0.324)
H (-5.667, -1.845, -1.943)
N (-1.487, -0.645, -0.292)
C (-0.338, -0.576, -1.060)
N (0.410, -1.678, -1.070)
O (-0.077, 0.488, -1.596)
H (-2.085, 0.202, -0.082)
H (-1.510, -1.436, 0.328)
H (-0.013, -2.545, -0.833)
H (1.180, -1.729, -1.717)

Summary:
Charge   0
HOMO-LUMO gap   9.121 eV
ΔE to the lowest compared entry with this formula, charge and spin   0.0 kJ/mol
Calculated total energy   -86498.82473 eV
SMILES   COC[C@H](C)N.COCCNCCOC.COCCNCCOC.COCCNCCOC.COCCNCCOC.COCCNCCOC.NC(N)=O.NC(N)=O.NC(N)=O
HOMO energy   -0.3081 hartree

---

Density functional theory data (the ωB97M-V functional and the def2-TZVPD basis) for a single C2H2FN3OS molecule at a distorted geometry.

CARTESIAN COORDINATES (ANGSTROEM)
H (1.711, -1.795, 0.423)
N (1.703, -0.659, 0.040)
C (0.388, -0.413, 0.094)
C (-0.869, -1.134, 0.589)
F (-1.063, -2.181, 1.348)
N (-1.846, -0.305, 0.420)
O (-1.582, 0.774, -0.334)
N (-0.139, 0.672, -0.537)
S (0.284, 2.142, -1.454)
H (1.413, 2.899, -0.588)

Summary:
Charge   0
HOMO-LUMO gap   8.937 eV
ΔE to the lowest compared entry with this formula, charge and spin   383.9 kJ/mol
Calculated total energy   -22170.63879 eV
SMILES   [H]/N=c1\c(F)non1S
HOMO energy   -0.3351 hartree

---

Density functional theory data (the ωB97M-V functional and the def2-TZVPD basis) for a single C4H5NOS molecule at a distorted geometry.

CARTESIAN COORDINATES (ANGSTROEM)
C (-0.644, 1.348, 0.208)
N (-1.682, 0.853, -0.298)
O (-1.726, -0.656, -0.477)
C (-0.686, -1.266, 0.273)
C (0.710, -0.723, 0.588)
S (1.620, 0.005, -0.593)
C (0.619, 0.683, 0.821)
H (-0.585, 2.629, 0.071)
H (-1.360, -1.173, 1.214)
H (-0.638, -2.217, -0.125)
H (1.037, -1.595, 1.347)
H (1.211, 1.304, 1.536)

Summary:
Charge   0
HOMO-LUMO gap   9.531 eV
ΔE to the lowest compared entry with this formula, charge and spin   493.6 kJ/mol
Calculated total energy   -18596.80335 eV
SMILES   C1=NOC[C@H]2S[C@@H]12
HOMO energy   -0.3344 hartree

---

Density functional theory data (the ωB97M-V functional and the def2-TZVPD basis) for a molecular structure, C46H52AsBrN2O9PSiTi at a distorted geometry.

CARTESIAN COORDINATES (ANGSTROEM)
Ti (0.305, 0.616, 0.474)
O (-0.705, -0.109, -3.925)
C (-0.314, 0.249, -2.713)
O (-0.864, -0.085, -1.688)
C (0.910, 1.089, -2.686)
C (1.610, 1.527, -3.787)
C (2.730, 2.325, -3.569)
C (3.098, 2.652, -2.277)
C (2.336, 2.152, -1.233)
N (1.280, 1.386, -1.444)
C (2.639, 2.366, 0.229)
O (3.613, 2.974, 0.582)
O (1.761, 1.773, 1.007)
H (-1.543, -0.588, -3.849)
H (1.276, 1.267, -4.782)
H (3.306, 2.692, -4.410)
H (3.956, 3.276, -2.054)
C (3.450, -2.004, -1.522)
As (1.678, -2.258, -0.831)
C (1.855, -3.722, 0.376)
C (0.746, -2.788, -2.415)
O (1.372, -0.782, -0.061)
H (3.724, -2.872, -2.121)
H (4.150, -1.884, -0.697)
H (3.469, -1.110, -2.145)
H (2.523, -4.439, -0.097)
H (0.884, -4.165, 0.570)
H (2.305, -3.346, 1.293)
H (1.117, -3.791, -2.625)
H (1.025, -2.128, -3.229)
H (-0.324, -2.806, -2.252)
Br (-4.745, -1.403, 4.961)
C (-4.143, -2.178, 3.350)
C (-4.745, -3.326, 2.858)
N (-4.346, -3.916, 1.730)
C (-3.320, -3.378, 1.070)
C (-2.665, -2.234, 1.501)
C (-3.093, -1.613, 2.663)
C (-1.491, -1.704, 0.756)
O (-0.867, -2.455, 0.007)
O (-1.177, -0.468, 1.026)
H (-5.573, -3.784, 3.388)
H (-3.007, -3.876, 0.159)
H (-2.595, -0.723, 3.026)
C (1.748, 1.284, 4.019)
P (1.212, -0.058, 2.913)
C (2.817, -0.992, 2.805)
C (3.822, -0.518, 1.954)
C (5.057, -1.150, 1.878)
C (5.314, -2.278, 2.645)
C (4.335, -2.749, 3.508)
C (3.103, -2.109, 3.594)
C (0.239, -1.179, 3.963)
C (-0.129, -0.874, 5.270)
C (-0.824, -1.802, 6.037)
C (-1.151, -3.044, 5.511)
C (-0.789, -3.357, 4.206)
C (-0.105, -2.426, 3.441)
H (2.310, 0.854, 4.845)
H (2.395, 1.949, 3.448)
H (0.892, 1.849, 4.377)
H (3.655, 0.370, 1.367)
H (5.826, -0.745, 1.228)
H (6.278, -2.773, 2.585)
H (4.530, -3.615, 4.130)
H (2.370, -2.492, 4.293)
H (0.116, 0.093, 5.697)
H (-1.109, -1.553, 7.052)
H (-1.687, -3.765, 6.117)
H (-1.052, -4.321, 3.784)
H (0.184, -2.676, 2.426)
C (-2.192, 1.995, 3.699)
O (-0.984, 1.756, 2.976)
H (-3.001, 1.338, 3.366)
H (-2.524, 3.028, 3.599)
H (-1.990, 1.791, 4.749)
H (-1.077, 2.093, 2.072)
C (-1.404, 4.942, 1.899)
C (-0.881, 4.966, 0.454)
C (-1.432, 6.231, -0.230)
C (0.653, 5.022, 0.509)
Si (-1.489, 3.410, -0.425)
O (-0.740, 2.061, 0.205)
C (-1.310, 3.568, -2.297)
C (-0.362, 4.392, -2.918)
C (-0.329, 4.551, -4.298)
C (-1.247, 3.880, -5.096)
C (-2.188, 3.044, -4.506)
C (-2.216, 2.889, -3.126)
C (-3.315, 3.133, -0.148)
C (-3.764, 2.017, 0.566)
C (-5.121, 1.787, 0.765)
C (-6.055, 2.673, 0.246)
C (-5.631, 3.782, -0.480)
C (-4.275, 4.006, -0.677)
H (-1.169, 5.894, 2.389)
H (-0.926, 4.148, 2.482)
H (-2.490, 4.806, 1.941)
H (-1.083, 7.113, 0.320)
H (-2.527, 6.254, -0.218)
H (-1.106, 6.334, -1.265)
H (0.971, 5.939, 1.019)
H (1.116, 5.030, -0.485)
H (1.061, 4.181, 1.071)
H (0.366, 4.929, -2.319)
H (0.408, 5.206, -4.750)
H (-1.238, 4.020, -6.172)
H (-2.912, 2.524, -5.125)
H (-2.973, 2.252, -2.676)
H (-3.039, 1.303, 0.948)
H (-5.450, 0.917, 1.322)
H (-7.112, 2.497, 0.401)
H (-6.359, 4.467, -0.898)
H (-3.964, 4.864, -1.268)

Summary:
Charge   +1
HOMO-LUMO gap   7.919 eV
ΔE to the lowest compared entry with this formula, charge and spin   0.5 kJ/mol
Calculated total energy   -241120.29004 eV
HOMO energy   -0.4078 hartree

---

Density functional theory data (the ωB97M-V functional and the def2-TZVPD basis) for 2 unconnected molecules or ions with the total composition C3H9NO2S at a distorted geometry.

CARTESIAN COORDINATES (ANGSTROEM)
N (-1.738, -0.054, 1.919)
C (-0.394, -0.586, 1.947)
C (-0.607, -1.990, 2.563)
O (-0.822, -2.983, 1.930)
C (0.377, -0.645, 0.642)
S (0.416, 1.000, -0.210)
H (-2.382, -0.747, 1.557)
H (-1.835, 0.696, 1.245)
H (0.261, -0.137, 2.703)
H (-0.572, -1.899, 3.664)
H (-0.128, -1.310, -0.054)
H (1.419, -0.893, 0.817)
H (0.529, 1.780, 0.892)
O (2.094, 2.582, -6.244)
H (1.682, 3.338, -6.618)
H (1.701, 1.848, -6.752)

Summary:
Charge   0
HOMO-LUMO gap   10.152 eV
ΔE to the lowest compared entry with this formula, charge and spin   195.0 kJ/mol
Calculated total energy   -19676.39215 eV
SMILES   N[C@@H](C=O)CS.O
HOMO energy   -0.3449 hartree

---

Density functional theory data (the ωB97M-V functional and the def2-TZVPD basis) for 8 unconnected molecules or ions with the total composition C26H52Cl4O16 at a distorted geometry.

CARTESIAN COORDINATES (ANGSTROEM)
C (1.324, -5.438, -1.215)
C (0.463, -6.104, -0.139)
O (1.118, -7.239, 0.414)
C (2.079, -7.042, 1.278)
O (2.537, -5.990, 1.593)
O (2.490, -8.201, 1.715)
C (3.404, -8.184, 2.810)
H (2.362, -5.373, -0.891)
H (1.028, -4.443, -1.547)
H (1.262, -6.055, -2.119)
H (-0.426, -6.537, -0.578)
H (0.273, -5.350, 0.629)
H (3.732, -9.197, 3.022)
H (2.882, -7.826, 3.701)
H (4.277, -7.581, 2.566)
C (2.034, 4.026, -2.096)
C (2.904, 4.315, -0.874)
O (2.626, 3.268, 0.057)
C (3.278, 3.306, 1.217)
O (4.041, 4.139, 1.540)
O (2.861, 2.274, 1.937)
C (3.173, 2.321, 3.298)
H (1.022, 3.848, -1.741)
H (2.395, 3.150, -2.640)
H (2.042, 4.850, -2.809)
H (2.651, 5.311, -0.503)
H (3.964, 4.282, -1.136)
H (2.463, 2.956, 3.834)
H (4.179, 2.689, 3.501)
H (3.103, 1.318, 3.711)
C (2.166, -2.170, 2.361)
C (1.424, -0.868, 2.393)
O (1.551, -0.335, 3.693)
C (0.834, 0.729, 3.913)
O (0.052, 1.195, 3.155)
O (1.143, 1.226, 5.096)
C (0.430, 2.395, 5.485)
H (3.241, -1.999, 2.373)
H (1.870, -2.745, 1.492)
H (1.945, -2.710, 3.284)
H (0.391, -1.002, 2.080)
H (1.874, -0.154, 1.694)
H (0.565, 3.227, 4.800)
H (0.806, 2.651, 6.469)
H (-0.632, 2.159, 5.575)
C (-3.659, 0.119, -3.333)
C (-3.120, 0.104, -1.933)
O (-3.643, 1.253, -1.276)
C (-3.363, 1.401, 0.006)
O (-2.947, 0.560, 0.766)
O (-3.634, 2.649, 0.347)
C (-3.754, 2.833, 1.751)
H (-3.440, 1.100, -3.780)
H (-4.740, 0.001, -3.343)
H (-3.193, -0.600, -4.001)
H (-2.034, 0.055, -1.867)
H (-3.504, -0.783, -1.409)
H (-3.800, 3.907, 1.907)
H (-2.918, 2.393, 2.284)
H (-4.705, 2.433, 2.105)
C (-2.156, -3.264, 0.427)
C (-1.104, -2.592, -0.411)
O (-1.018, -1.201, -0.066)
C (-0.217, -0.491, -0.824)
C (-0.213, 0.952, -0.472)
O (0.429, -0.959, -1.678)
H (-2.119, -3.061, 1.494)
H (-2.074, -4.338, 0.229)
H (-3.190, -3.029, 0.147)
H (-0.155, -3.096, -0.214)
H (-1.309, -2.640, -1.482)
H (-1.126, 1.419, -0.832)
H (0.686, 1.379, -0.908)
H (-0.145, 1.099, 0.609)
C (0.804, 1.420, -4.365)
C (-0.411, 2.211, -4.804)
O (-0.636, 1.971, -6.190)
C (-1.708, 2.531, -6.703)
C (-1.844, 2.307, -8.158)
O (-2.490, 3.108, -6.069)
H (1.696, 1.853, -4.829)
H (0.722, 0.372, -4.645)
H (0.943, 1.479, -3.291)
H (-1.286, 1.894, -4.225)
H (-0.281, 3.271, -4.571)
H (-2.887, 2.327, -8.442)
H (-1.400, 1.345, -8.426)
H (-1.305, 3.046, -8.753)
Cl (-0.642, 4.736, 0.071)
C (-0.429, 4.102, 1.695)
Cl (-1.217, 5.077, 2.929)
H (-0.864, 3.109, 1.747)
H (0.627, 3.965, 1.891)
Cl (-3.746, -0.418, 3.552)
C (-2.026, -0.052, 3.636)
Cl (-1.131, -1.202, 4.635)
H (-1.653, -0.075, 2.621)
H (-1.875, 0.932, 4.056)

Summary:
Charge   0
HOMO-LUMO gap   10.920 eV
ΔE to the lowest compared entry with this formula, charge and spin   0.0 kJ/mol
Calculated total energy   -110655.84523 eV
SMILES   CCOC(=O)OC.CCOC(=O)OC.CCOC(=O)OC.CCOC(=O)OC.CCOC(C)=O.CCOC(C)=O.ClCCl.ClCCl
HOMO energy   -0.3807 hartree

---

Density functional theory data (the ωB97M-V functional and the def2-TZVPD basis) for a molecular structure, C5H9N3 at a distorted geometry.

CARTESIAN COORDINATES (ANGSTROEM)
C (-2.406, -0.707, 0.753)
C (-1.543, 0.009, -0.132)
C (-1.818, 1.368, -0.021)
C (0.350, -0.716, -0.594)
C (3.059, -0.484, 0.438)
H (-2.917, -0.010, 1.620)
H (-1.650, -1.483, 1.405)
H (-3.094, -1.444, 0.399)
H (-2.314, 1.615, 0.912)
H (-1.329, 2.205, -0.648)
H (1.133, -1.358, -0.970)
H (0.582, 1.685, -0.422)
H (3.951, -0.154, 0.690)
H (2.525, -1.616, 1.017)
N (-0.872, -0.682, -1.113)
N (0.997, 0.417, 0.129)
N (2.340, 0.799, 0.031)

Summary:
Charge   0
HOMO-LUMO gap   8.245 eV
ΔE to the lowest compared entry with this formula, charge and spin   995.6 kJ/mol
Calculated total energy   -9791.14851 eV
HOMO energy   -0.3172 hartree

---

Density functional theory data (the ωB97M-V functional and the def2-TZVPD basis) for a molecular structure, C5H7NO.

CARTESIAN COORDINATES (ANGSTROEM)
C (0.281, -0.626, -1.222)
C (0.042, -1.328, 0.096)
O (0.889, -0.780, 1.122)
C (-0.035, 0.311, 1.293)
C (0.178, 1.371, 0.233)
N (-0.443, 0.634, -0.901)
C (-1.133, -0.419, 0.497)
H (1.329, -0.454, -1.492)
H (-0.226, -1.111, -2.060)
H (-0.004, -2.419, 0.121)
H (-0.138, 0.614, 2.338)
H (-0.417, 2.270, 0.419)
H (1.214, 1.664, 0.033)
H (-1.537, 0.272, -0.476)

Summary:
Charge   0
HOMO-LUMO gap   9.226 eV
ΔE to the lowest compared entry with this formula, charge and spin   593.6 kJ/mol
Calculated total energy   -8830.05031 eV
HOMO energy   -0.3082 hartree